1.
Computed, not measured: an isolated molecule of C4H9NO at a distorted geometry, with ωB97M-V with the def2-TZVPD basis set.

Geometry as XYZ:
```
15
Properties=species:S:1:pos:R:3:forces:R:3:mulliken_charge:R:1
C 0.2409 -0.2185 -1.7663 2.5 1.5 -0.2 -0.7658
C 0.8483 0.4251 -0.7953 -0.2 -0.9 4.3 0.6228
C 2.0102 1.3213 -0.6135 0.4 0.2 -2.5 -0.8821
C -1.9170 0.6620 1.7362 0.7 1.0 0.2 -0.7277
N -1.1311 0.1244 0.6509 -0.2 -3.6 -1.5 -0.3663
O 0.3038 0.1024 0.7779 -0.3 1.6 -3.3 -0.3320
H -0.6416 -0.6445 -1.4441 -1.7 -1.3 -0.3 0.3555
H 0.7149 -0.2107 -2.7614 -0.8 0.0 0.5 0.2532
H 1.7045 2.2593 -0.1693 -0.3 0.3 -0.1 0.2581
H 2.8074 0.9616 0.0362 -0.1 -0.5 -0.3 0.2648
H 2.3743 1.5163 -1.7042 -0.1 -0.1 2.0 0.2731
H -1.5775 0.2491 2.7086 -0.1 0.9 -0.1 0.2758
H -1.9962 1.8203 1.6242 0.3 -2.1 0.7 0.2445
H -2.9042 0.2350 1.5889 -0.3 0.2 -0.1 0.2834
H -1.3634 -0.9454 0.5312 0.3 2.7 0.6 0.2426
```
Positions in Å, forces in eV/Å.

Computed properties:
SMILES string	C=C(C)ONC
2S+1	1
strongest force on any atom	4.4	eV Å⁻¹
DFT total energy	-287.6487	a.u.
molar mass	87.12	g/mol
frontier orbital gap	9.583	eV

---

2.
Computed, not measured: a structure of composition C10H17NOW at a distorted geometry, with ωB97M-V with the def2-TZVPD basis set.

Geometry as XYZ:
```
30
Properties=species:S:1:pos:R:3:forces:R:3:mulliken_charge:R:1
C -1.2450 1.2395 -2.5229 0.9 1.1 -0.5 -0.4661
C 0.1523 1.0095 -2.7594 -0.6 1.0 0.2 -0.6071
C 0.9070 1.7997 -1.8202 -0.7 0.5 -0.3 -0.4534
C -0.0311 2.5152 -0.9893 -0.3 -0.2 -1.5 -0.4180
C -1.3612 2.1826 -1.4366 0.9 0.1 -0.4 -0.4364
W -0.4048 0.2589 -0.6130 -0.8 -1.7 -0.6 1.3574
N -2.0253 -0.4447 -0.2292 -1.4 0.1 1.0 -0.4266
C -0.3566 -2.1449 -0.6518 1.5 -0.3 -0.5 -0.6887
C 0.6779 -1.5465 -1.4389 -0.2 0.2 0.6 -0.8550
H 1.9867 1.8915 -1.7764 -0.2 -0.2 0.1 0.3891
H 0.5687 0.3935 -3.5458 -0.1 0.1 0.2 0.5829
H 0.2202 3.2327 -0.2205 -0.1 -0.3 0.1 0.4174
H -2.2777 2.6087 -1.0524 0.1 -0.2 0.0 0.4131
H -2.0627 0.8351 -3.1045 0.1 -0.1 0.2 0.4193
H 0.6199 -1.5574 -2.5308 0.0 -0.2 0.4 0.4459
H -1.2224 -2.5935 -1.1487 0.4 0.4 0.3 0.2797
H -2.9740 -0.4921 0.1172 0.0 0.2 -0.3 0.0899
H 1.6837 -1.4486 -1.0153 -0.2 -0.4 -0.3 0.2498
H -0.0934 -2.5548 0.3332 -0.3 0.3 -0.4 0.2380
C -0.5591 -0.5833 2.8339 -0.3 -0.2 0.0 -1.2414
C 0.6756 0.0912 2.2698 0.2 0.3 -0.2 0.4253
C 1.8602 -0.8430 2.1170 0.2 -0.2 -0.1 -1.1791
O 0.4153 0.7526 1.0219 0.8 -0.4 2.0 -0.6102
H -0.8970 -1.4202 2.2076 0.1 0.3 0.1 0.2197
H -1.3790 0.1376 2.9182 0.1 -0.1 -0.1 0.2712
H -0.3538 -0.9786 3.8360 0.0 0.1 -0.1 0.4516
H 0.9678 0.8864 2.9714 0.0 0.0 -0.1 0.2745
H 1.6701 -1.6190 1.3631 0.0 0.2 0.2 0.1475
H 2.7369 -0.2680 1.8038 -0.1 -0.1 0.0 0.2816
H 2.1006 -1.3399 3.0624 -0.1 0.1 -0.1 0.4283
```
Positions in Å, forces in eV/Å.

Computed properties:
2S+1	3
strongest force on any atom	2.2	eV Å⁻¹
DFT total energy	-588.2063	a.u.
molar mass	351.09	g/mol
frontier orbital gap (spin up / spin down)	6.567 / 8.929	eV

---

3.
Computed, not measured: a structure of composition C15H24AuCl2N3O8P2, with ωB97M-V with the def2-TZVPD basis set.

Geometry as XYZ:
```
55
Properties=species:S:1:pos:R:3:forces:R:3:mulliken_charge:R:1
Au -1.6866 0.0179 -0.3561 -0.3 0.1 -0.2 0.8899
O -4.4094 2.5516 -2.8538 0.2 0.0 -0.2 -0.5952
P -3.9804 2.0560 -1.3769 0.2 0.0 0.0 0.8236
O -5.0599 2.3478 -0.4278 0.0 0.0 0.0 -0.7606
O -3.3889 0.6682 -1.5496 0.0 -0.2 0.1 -0.5662
O -2.6845 3.0242 -1.0580 0.0 0.1 -0.1 -0.2905
P -1.2138 2.8576 -1.6881 -0.1 0.0 0.0 0.8187
O -1.5378 2.8155 -3.3031 0.1 0.2 -0.1 -0.6055
O -0.3768 4.0487 -1.4405 0.0 -0.1 0.0 -0.8030
O -0.6914 1.4783 -1.3457 0.2 0.5 -0.1 -0.5718
H -3.6275 2.4975 -3.4323 -0.2 0.0 0.2 0.3854
H -1.1547 3.6282 -3.6625 -0.1 -0.2 0.1 0.2674
C 2.7418 1.6289 -2.0764 0.0 0.0 0.1 -0.7369
C 4.2753 1.6659 -1.8060 0.0 0.0 0.0 -0.7020
N 4.6064 0.8323 -0.6448 0.0 0.0 0.0 -0.2575
C 3.8761 1.3485 0.5258 0.0 0.0 0.0 -0.8405
C 2.3442 1.3594 0.2487 0.0 0.0 0.0 -0.0251
N 2.0951 0.8058 -1.0723 0.1 0.0 -0.2 0.0883
C 2.6045 -0.5532 -1.1398 0.1 0.0 0.0 0.0367
C 4.1430 -0.5388 -0.9079 0.0 0.0 0.0 -0.6641
H 2.5219 1.2061 -3.0617 0.0 0.0 0.0 0.4765
H 2.3001 2.6282 -2.0361 0.0 0.0 0.0 0.2671
H 4.6190 2.6837 -1.5956 0.0 0.0 0.0 0.3440
H 4.8474 1.2937 -2.6628 0.0 0.0 0.0 0.2911
H 4.2568 2.3511 0.7454 0.0 0.0 0.0 0.2942
H 4.1202 0.7060 1.3762 0.0 0.0 0.0 0.3698
H 1.9353 2.3726 0.2712 0.0 0.0 0.0 0.5199
H 1.7870 0.7588 0.9681 0.0 0.0 0.0 -0.1875
H 2.3534 -0.9668 -2.1218 0.0 0.0 0.0 0.5008
H 2.0755 -1.1387 -0.3881 0.0 0.1 -0.1 -0.4893
H 4.6920 -0.9138 -1.7787 0.0 0.0 0.0 0.2364
H 4.4187 -1.1575 -0.0491 0.0 0.0 0.0 0.3737
C -4.3902 -2.7716 -0.4064 0.0 -0.1 0.0 -1.4730
C -2.8957 -2.5326 -0.2229 0.0 0.0 0.1 0.7946
C -2.1943 -3.6878 0.4815 0.0 -0.1 0.0 -1.2115
O -2.7241 -1.3650 0.5455 -0.2 -0.2 0.0 -0.5865
H -4.5789 -3.6340 -1.0550 0.0 0.0 0.0 0.3951
H -4.8478 -1.8840 -0.8444 0.0 0.0 0.0 0.2846
H -4.8571 -2.9546 0.5657 0.0 0.0 0.0 0.3234
H -2.4541 -2.4333 -1.2252 0.0 0.1 0.0 0.1876
H -2.6266 -3.8253 1.4767 0.0 0.0 0.0 0.2852
H -1.1356 -3.4531 0.6020 0.0 0.0 0.0 0.1360
H -2.2972 -4.6231 -0.0808 0.0 0.0 0.0 0.4253
Cl -1.9104 1.3970 2.2921 0.0 -0.1 0.1 -0.2588
C -0.9839 0.0142 2.8499 0.0 0.0 -0.1 0.4339
C -0.9893 -0.2000 4.2085 0.1 -0.1 0.0 -0.5115
C -0.1797 -1.1711 4.7949 0.0 0.0 0.0 -0.4879
C 0.6590 -1.8959 3.9570 0.0 -0.1 0.0 -0.4079
C 0.6449 -1.6916 2.5976 0.1 -0.1 0.1 0.4324
Cl 1.7504 -2.6652 1.6315 -0.1 0.0 0.1 -0.2893
C -0.2102 -0.7659 1.9011 0.1 0.2 -0.2 -0.1884
N -0.1066 -0.6695 0.5853 -0.3 -0.3 0.4 -0.2236
H -1.6200 0.4315 4.8232 0.0 0.0 0.0 0.3697
H -0.1847 -1.3360 5.8644 0.0 0.0 0.0 0.3276
H 1.3297 -2.6469 4.3581 0.0 0.0 0.0 0.3551
```
Positions in Å, forces in eV/Å.

Computed properties:
2S+1	1
net charge	-2
strongest force on any atom	0.6	eV Å⁻¹
DFT total energy	-3091.2127	a.u.
molar mass	704.19	g/mol
frontier orbital gap	5.837	eV

---

4.
Computed, not measured: a structure of composition C39H38ClInN3O2P2S3, with ωB97M-V with the def2-TZVPD basis set.

Geometry as XYZ:
```
89
Properties=species:S:1:pos:R:3:forces:R:3:mulliken_charge:R:1
In 0.3950 -0.8232 0.3070 0.4 0.7 -0.5 1.3551
O 1.0005 -0.5558 2.8070 -0.1 0.2 0.3 -0.9327
C 0.3002 0.4820 2.7332 0.0 -0.2 -0.4 0.6195
O -0.1560 0.9738 1.6716 -0.1 -0.1 0.1 -0.7857
C -0.0906 1.1548 4.0398 -0.1 0.0 0.3 -0.0627
N 0.6095 0.3595 5.1315 -0.2 0.2 0.0 -0.0488
C -0.4451 -0.2334 6.0330 0.1 0.0 0.0 -0.6628
C -1.6545 -0.3289 5.1206 0.0 0.0 -0.1 -0.3729
C -1.5881 0.9825 4.3344 0.0 0.0 0.0 -0.8669
H 0.2413 2.1894 4.0416 0.0 0.0 0.1 0.3795
H 1.3133 0.8933 5.6348 0.0 0.0 0.0 0.3550
H 1.0798 -0.3813 4.5755 0.1 -0.1 -0.1 0.3286
H -0.6152 0.4677 6.8473 0.0 0.0 0.0 0.3518
H -0.0818 -1.1752 6.4341 0.0 0.0 0.0 0.3801
H -2.5751 -0.4385 5.6888 0.0 0.0 0.0 0.4521
H -1.5622 -1.1829 4.4465 0.0 0.0 0.0 0.1164
H -1.9543 1.8123 4.9384 0.0 0.0 0.0 0.3995
H -2.1525 0.9593 3.4054 0.0 0.0 0.0 0.3975
Cl 2.6778 0.9957 -1.2021 -0.1 -0.1 0.1 -0.1514
C 2.4105 -0.0387 0.2227 0.0 -0.1 0.1 -0.9244
H 2.4484 0.6073 1.0926 0.2 -0.1 0.0 0.3645
H 3.1689 -0.8133 0.2631 0.1 0.1 0.0 0.5100
S 0.6668 -6.7108 -0.5246 0.1 0.1 -0.1 -0.3061
C -0.3249 -5.5720 0.1241 -0.2 -0.1 0.1 0.1373
S 0.2895 -4.0560 0.7275 0.1 0.2 0.2 -0.0398
C -1.3233 -3.4455 0.8790 -0.1 0.2 0.0 0.4104
N -2.2357 -4.3134 0.6646 0.2 -0.2 -0.1 -0.7234
N -1.6732 -5.5323 0.3213 -0.3 0.0 -0.1 0.7169
C -2.6057 -6.6113 0.1320 0.1 0.1 -0.1 0.7299
C -3.9407 -6.3059 -0.1114 0.0 0.0 0.0 -0.1563
C -4.8530 -7.3320 -0.2882 0.0 0.0 0.0 -0.7277
C -4.4444 -8.6574 -0.2206 0.0 0.0 0.0 -0.4642
C -3.1170 -8.9464 0.0497 0.0 0.0 0.0 -0.7327
C -2.1898 -7.9292 0.2324 0.0 -0.2 0.1 -0.6094
S -1.6274 -1.7615 1.2513 -0.1 -0.2 0.0 -0.3806
H -4.2570 -5.2766 -0.1372 0.0 0.1 -0.1 0.5169
H -5.8921 -7.0906 -0.4728 0.0 0.0 0.0 0.3676
H -5.1583 -9.4568 -0.3674 0.0 0.0 0.0 0.3980
H -2.7879 -9.9742 0.1270 0.0 0.0 0.0 0.3854
H -1.1611 -8.1704 0.4559 -0.1 0.0 0.0 0.3279
C 0.2897 -0.0513 -3.8564 0.1 0.2 0.2 -1.2992
P 0.4703 -1.1997 -2.4477 -0.5 -0.8 0.1 -0.8682
C -0.9340 -2.3589 -2.6564 0.0 0.0 0.0 1.9986
C -2.1849 -1.8182 -2.3521 0.0 0.0 0.0 -1.2674
C -3.3392 -2.5684 -2.5075 0.0 0.0 0.0 -0.9962
C -3.2541 -3.8840 -2.9423 0.0 0.0 0.1 -0.6264
C -2.0153 -4.4423 -3.2206 0.0 0.0 0.0 -0.9694
C -0.8595 -3.6831 -3.0909 0.0 0.1 -0.1 -0.2881
C 2.0027 -2.1549 -2.6482 0.1 0.1 0.0 1.8359
C 3.1061 -1.5726 -3.2750 0.0 0.0 0.0 -0.8574
C 4.3064 -2.2597 -3.3641 0.0 -0.1 0.0 -0.8377
C 4.4268 -3.5329 -2.8210 0.0 0.1 0.0 -0.6505
C 3.3434 -4.1143 -2.1795 0.0 0.0 0.0 -0.5697
C 2.1413 -3.4275 -2.0895 0.0 0.0 0.1 0.1170
P 0.8978 -0.5502 -5.5389 0.0 0.0 -0.2 0.1080
C -0.2404 -1.9152 -5.9830 -0.1 0.1 -0.1 0.5631
C -1.6236 -1.7522 -6.0930 0.0 0.0 0.0 -0.1470
C -2.4197 -2.7966 -6.5264 0.0 -0.1 0.1 -0.7407
C -1.8433 -4.0227 -6.8529 0.0 0.0 0.0 -0.5258
C -0.4746 -4.1985 -6.7397 0.0 0.1 0.0 -0.5743
C 0.3254 -3.1424 -6.3093 0.0 -0.1 0.0 -0.5079
C 0.1608 0.8386 -6.4986 0.0 -0.1 0.0 0.6044
C 0.0196 0.6591 -7.8778 0.0 0.0 0.0 -0.5165
C -0.4687 1.6781 -8.6779 0.0 0.0 0.0 -0.6295
C -0.8165 2.9032 -8.1184 0.0 0.0 0.0 -0.4736
C -0.6656 3.0994 -6.7569 0.0 -0.1 0.0 -0.7110
C -0.1772 2.0739 -5.9522 0.0 0.0 0.0 -0.2889
H 0.8373 0.8554 -3.5921 0.0 0.0 0.0 0.5793
H -0.7741 0.1950 -3.8906 0.0 0.1 0.1 0.9585
H -2.2636 -0.7930 -2.0012 0.0 0.0 0.0 0.4577
H -4.3021 -2.1300 -2.2788 0.0 0.0 0.0 0.4219
H -4.1533 -4.4724 -3.0667 0.0 0.0 0.0 0.5440
H -1.9438 -5.4665 -3.5685 0.0 0.0 0.0 0.4484
H 0.0867 -4.1215 -3.3762 0.0 0.0 0.0 0.6193
H 3.0375 -0.5811 -3.7024 0.0 -0.1 0.0 0.3744
H 5.1483 -1.7976 -3.8624 0.0 0.0 0.0 0.4521
H 5.3636 -4.0690 -2.8979 0.0 0.0 0.0 0.4163
H 3.4175 -5.1049 -1.7479 0.0 0.0 0.0 0.4552
H 1.3164 -3.9011 -1.5743 0.1 0.0 -0.2 -0.5940
H -2.0761 -0.7916 -5.8688 0.0 0.0 0.0 0.4149
H -3.4897 -2.6589 -6.6180 0.0 0.0 0.0 0.4430
H -2.4666 -4.8371 -7.2004 0.0 0.0 0.0 0.4209
H -0.0240 -5.1478 -6.9989 0.0 0.0 0.0 0.4329
H 1.3993 -3.2714 -6.2309 0.0 0.0 0.0 0.3855
H 0.2857 -0.2908 -8.3284 0.0 0.0 0.0 0.3696
H -0.5779 1.5183 -9.7428 0.0 0.0 0.0 0.3909
H -1.2006 3.6985 -8.7439 0.0 0.0 0.0 0.3802
H -0.9262 4.0518 -6.3131 0.0 0.0 0.0 0.3914
H -0.0643 2.2589 -4.8924 0.0 0.0 0.0 0.3046
```
Positions in Å, forces in eV/Å.

Computed properties:
2S+1	1
net charge	+1
strongest force on any atom	0.9	eV Å⁻¹
DFT total energy	-4351.1381	a.u.
molar mass	889.17	g/mol
frontier orbital gap	7.409	eV

---

Question: Look up the 2S+1 of the second one.
Answer: 3

---

Question: 2S+1 of number 2 (C10H17NOW)?
Answer: 3

---

Question: Look up the 2S+1 of the first one.
Answer: 1

---

Question: Among the records above, which one has the lowest strongest force on any atom?
Answer: C15H24AuCl2N3O8P2